Here is a 11-piece molecular cluster, C29H80O11 overall in a non-equilibrium geometry from OMol25. Energies are from ωB97M-V with the def2-TZVPD basis set.

As for the total charge: 0. The HOMO energy is -0.361 hartree. The strongest force on any atom comes out at 1.87 eV/A. For the HOMO-LUMO gap, the calculation gives 10.2 eV.

CARTESIAN COORDINATES (ANGSTROEM)
O -0.88344 0.18783 4.21129
O 0.35255 0.21526 1.60141
O 3.01585 -4.16182 1.32130
O -1.04100 3.09165 1.16800
O 3.96640 1.42655 5.46331
O -6.40815 0.00254 -1.10491
O -0.22376 -4.84524 0.63728
O 3.17424 0.86203 -3.58582
O -2.86785 1.52278 2.64051
O 3.04772 -2.88090 -1.75172
O -0.91543 4.47115 -1.41174
C -4.45414 0.90253 -2.00867
C -6.01552 -0.52809 -3.41306
C -2.05034 3.86114 -2.04810
C -4.74918 2.30861 1.29680
C 4.10441 1.63068 4.05215
C -2.40684 -4.78384 1.74205
C -1.88491 -3.28848 -0.23870
C -0.18442 3.54845 2.24415
C 5.53409 2.01833 3.79101
C 3.95823 1.95032 -5.55783
C -4.36004 -0.14860 1.83247
C -5.36309 -0.30807 -2.04539
C 3.91346 0.64412 -4.80514
C 1.82984 -4.90982 -2.31049
C -4.25191 1.28214 2.31863
C -1.33430 -4.01157 0.97471
C 3.03562 -2.86563 1.92575
C 0.33773 -0.45168 0.32560
C 4.46539 -2.34882 1.86868
C 1.76304 -0.37807 -0.21933
C 3.64777 0.36974 3.31581
C 1.05041 4.21004 1.70677
C 1.75225 -3.41041 -2.06220
C -2.52859 4.61872 -3.25932
C 2.59930 -2.99322 3.37555
C -0.56355 0.35238 -0.59330
C -0.99418 4.49405 3.11867
C 1.20533 -2.68941 -3.25504
C 3.12790 -0.41577 -5.55669
H -1.12059 -2.67875 -0.72215
H -4.84618 -1.20926 -1.70044
H -0.38060 -5.44020 -0.10207
H -0.50606 4.77181 4.05090
H 1.70847 3.48712 1.21155
H -7.05784 -0.70826 -1.11873
H 3.38356 0.08422 -3.05503
H -5.59061 1.90907 0.73280
H -1.57786 0.45615 -0.20680
H 2.33915 -1.25260 0.07106
H 4.37698 -0.43176 3.44976
H 1.62022 -3.46293 3.46232
H -6.43982 0.42364 -3.74122
H -0.55402 -0.05321 3.33633
H 0.07708 2.67662 2.85312
H 4.28279 1.83925 -6.59395
H -5.27569 -0.78765 -4.17481
H -2.53310 2.30582 2.18526
H 3.48446 -0.57451 -6.58363
H -0.03100 1.10057 1.50240
H -0.15770 1.34714 -0.79356
H 3.31769 -3.40423 -0.98500
H -4.81210 1.44376 3.24452
H 2.17309 0.56096 0.14720
H -3.77053 0.97840 -2.85590
H 2.40954 -2.12033 1.42340
H -6.79385 -1.28763 -3.36209
H -3.97478 2.58823 0.57249
H 3.21357 -1.40506 -5.10230
H -5.00919 1.82481 -1.84618
H 4.46823 -1.35483 2.32870
H 0.88132 -5.21889 -2.76253
H -2.24598 -4.01682 -0.97231
H -4.98256 3.25197 1.79553
H -1.80406 4.53540 -4.07379
H -2.80597 -5.64418 1.20851
H 0.14475 -2.90254 -3.41932
H -3.45243 4.15240 -3.61300
H 3.02685 1.40510 5.67055
H 2.62274 -5.18633 -3.00611
H -1.14781 5.37759 -1.18687
H -3.23890 -4.09290 1.92938
H 5.61961 2.62500 2.88567
H -1.75071 0.57550 4.01847
H -2.71450 -2.64662 0.05896
H 1.75233 -0.24005 -1.30444
H -0.91477 -3.28236 1.67270
H -5.33431 -0.40501 1.42319
H -0.07588 -1.45310 0.43639
H 4.90340 0.25918 -4.54948
H 1.65635 -3.04215 -4.19160
H 4.67955 2.64163 -5.11563
H -3.65978 -0.25892 0.99339
H 3.34074 -3.56741 3.93716
H 1.34527 -1.60784 -3.24635
H 2.60255 -2.02177 3.88124
H 5.91716 2.65082 4.59403
H -3.79313 0.81958 -1.14073
H 5.16926 -2.96196 2.42592
H 1.97858 -5.48254 -1.39220
H -3.99274 -0.81708 2.61144
H 2.07569 -0.14084 -5.62759
H 6.20290 1.16211 3.69473
H 4.76557 -2.19860 0.83000
H -2.05161 -5.03119 2.74146
H 2.66258 0.12731 3.71244
H 2.96658 2.40305 -5.55427
H -1.25981 5.37534 2.52751
H 1.08344 -3.26052 -1.20277
H 3.57673 0.50158 2.23318
H -1.76842 2.85389 -2.33025
H 1.65611 4.57853 2.53867
H 2.09809 -4.31953 1.05756
H -0.61846 -0.09395 -1.59570
H -2.71266 5.68192 -3.10610
H -2.88258 3.80287 -1.33360
H -0.68099 3.44895 0.34001
H 3.43118 2.44862 3.76129
H -1.93573 4.01632 3.40393
H 0.84034 5.02048 1.00891

***

Here is a 13-piece molecular cluster, C29H82BNO13S overall in a non-equilibrium geometry from OMol25. Energies are from ωB97M-V with the def2-TZVPD basis set.

As for the total charge: 0. The HOMO energy is -0.347 hartree. The strongest force on any atom comes out at 9.19 eV/A. For the HOMO-LUMO gap, the calculation gives 9.0 eV.

CARTESIAN COORDINATES (ANGSTROEM)
S -2.40169 5.50885 -2.35418
O 0.43136 0.49703 -4.70109
O 1.26781 -2.33710 -3.71137
O 1.96566 4.39056 1.85033
O 3.45952 -2.64828 5.32898
O 4.28185 2.03422 4.29079
O 3.46832 -4.32600 9.61133
O 6.12571 2.97834 7.40469
O -3.81815 -0.94703 1.10788
O 0.76253 -5.02179 -8.51250
O -8.14427 -2.52521 -0.12242
O -4.49449 2.11692 0.07317
O 2.25752 1.89795 -9.98308
O -5.50678 2.38054 2.89773
N -4.82097 3.64434 -2.02945
C 6.54147 5.05369 6.26459
C 2.19509 4.28248 -10.28285
C 3.58987 -4.60224 6.72353
C -0.02821 -3.08330 -5.59373
C 1.17828 -2.94644 -9.65260
C 3.00663 3.09234 -9.81467
C 1.78807 -4.14857 -8.96177
C -1.14201 1.30738 -1.64290
C 2.92098 4.55403 0.81267
C 0.08932 2.43600 -1.70640
C -3.74155 -2.31671 1.47423
C 1.30803 1.17998 -6.83293
C 2.49803 -4.76112 10.55224
C 0.71242 -3.48538 -4.33515
C -2.24951 1.49215 -2.84586
C -7.88712 2.05004 2.83085
C 2.04924 -3.59565 11.40926
C -9.68680 -3.79458 1.21512
C 7.15126 3.85157 6.95543
C -4.33649 -3.17899 0.38028
C 0.57211 1.60419 -5.57887
C 4.14289 3.70494 1.09581
C -3.74231 1.04064 -2.25612
C 3.76351 -0.19774 3.56318
C -6.74579 2.88465 3.37399
C -3.74868 4.53095 -1.86677
C 4.35845 0.66453 4.65713
C 3.40083 -3.10024 6.67374
C -8.46355 -2.90138 1.20899
B -4.38051 2.30893 -1.40584
H 7.80921 3.30060 6.27642
H 1.11251 2.39978 -5.05684
H -0.83287 -2.37817 -5.36110
H 5.87478 5.59199 6.94621
H 4.22001 -3.96424 10.11145
H -7.60264 -3.42837 1.63078
H 0.53357 -1.73700 -3.49509
H 3.18660 5.61335 0.74350
H 2.43476 -2.81194 7.09931
H 3.82485 0.52333 5.60204
H 2.71584 0.06750 3.38758
H -4.27515 -2.45791 2.41913
H -2.03138 0.76453 -3.76241
H -5.38416 -2.91375 0.20467
H 1.65085 -5.17923 10.00065
H -2.30444 2.58178 -3.27028
H 2.44602 -4.69954 -9.64077
H 1.25876 4.35509 -9.71996
H 4.19071 -2.59609 7.23827
H 3.25606 3.19240 -8.75422
H 0.25332 -5.30168 -9.29249
H -9.94363 -4.09720 2.23415
H -4.42750 0.63856 -3.11550
H 1.52917 -4.17264 -4.57466
H 0.04164 -3.98035 -3.62623
H -3.80572 -3.02243 -0.56451
H -5.52625 2.42483 1.92630
H 0.51159 -2.40814 -8.97098
H 0.85228 2.04827 -2.50694
H -10.54552 -3.27841 0.77357
H 2.93528 -5.55437 11.16631
H -6.84198 3.92986 3.06452
H -7.77677 1.00369 3.13385
H 5.61651 2.69845 6.62470
H 3.55172 -4.96614 7.75411
H 4.59905 3.98859 2.04989
H 4.55257 -4.88362 6.28437
H -0.45874 -3.95803 -6.08917
H 1.62501 -2.80116 10.78665
H 5.41107 0.41137 4.81424
H 7.31901 5.73921 5.91609
H 1.95582 -2.26093 -10.00110
H 4.29428 -0.04118 2.61840
H 7.73721 4.16573 7.82419
H -8.84947 2.42302 3.19241
H 2.45569 4.25278 -0.13049
H -4.28110 -4.23853 0.64535
H -9.51083 -4.69215 0.61324
H 3.93857 3.00530 -10.38161
H 3.34250 2.25107 4.16188
H -1.61492 1.41260 -0.55202
H 0.57291 -3.25821 -10.50999
H 1.29757 -3.91356 12.13720
H -0.42767 1.97205 -5.82765
H 0.58838 2.40974 -0.62728
H 1.92460 4.17575 -11.33842
H 0.64644 -2.57744 -6.29216
H 2.38594 4.66876 2.68219
H 2.30116 0.79058 -6.58625
H 2.89824 -3.16027 11.94633
H -3.77699 1.43047 0.27815
H 0.76795 0.37520 -7.34233
H 2.74879 -3.09547 4.83816
H -0.70795 0.19678 -1.69070
H 2.04837 1.81407 -10.92925
H 4.88745 3.81622 0.30258
H 2.75696 5.21202 -10.15550
H -7.89165 2.06574 1.73608
H -2.68893 -2.56988 1.63133
H 3.81890 -1.25729 3.82826
H 2.81380 -5.10982 6.14140
H 1.42089 2.02138 -7.52234
H -6.73164 2.84851 4.46728
H 2.37402 -3.83440 -8.09300
H -3.51186 0.13027 -1.52043
H -8.63611 -1.99548 1.79812
H 1.32491 0.18316 -4.47954
H 3.86700 2.64842 1.17640
H -8.91191 -2.05059 -0.48501
H -4.75750 -0.73017 0.97897
H 5.93610 4.74193 5.40720
H -0.30983 3.52155 -1.89318

***

Here is a 13-piece molecular cluster, C29H84N4O13 overall in a non-equilibrium geometry from OMol25. Energies are from ωB97M-V with the def2-TZVPD basis set.

As for the total charge: 0. The HOMO energy is -0.311 hartree. The strongest force on any atom comes out at 13.05 eV/A. For the HOMO-LUMO gap, the calculation gives 8.7 eV.

CARTESIAN COORDINATES (ANGSTROEM)
O 32.57100 -4.07900 4.68500
O 33.77300 -8.27800 5.60100
O 35.78500 -4.85800 6.77600
O 28.24100 -4.05700 7.99500
O 35.58000 -9.54200 1.03000
O 30.45800 -3.70200 3.20100
O 30.63300 -4.06300 -1.42300
O 32.62900 0.26700 7.50000
O 34.92400 -5.86200 1.81900
O 35.29700 -3.19300 1.34400
O 32.45800 -8.93500 8.09500
O 32.26000 -8.06300 1.51800
O 28.72600 -8.80700 4.73500
N 34.40100 -7.76100 -0.01800
N 32.40200 -5.75000 3.08900
N 34.36400 -9.69500 -0.94700
N 33.96400 -5.87100 4.61100
C 30.98800 -8.73600 4.62200
C 28.78800 -3.61200 6.98900
C 29.45900 -6.96400 3.62900
C 32.91300 -5.24400 4.19200
C 34.72700 -9.01500 0.08500
C 32.67600 -7.84700 8.58100
C 29.62900 -4.57600 6.23200
C 27.82400 -2.89600 5.98200
C 34.87400 -2.70000 2.39100
C 31.98700 -9.45400 1.48800
C 31.90600 -1.51500 6.25700
C 34.07600 -3.93000 7.81600
C 35.04600 -9.10300 4.10900
C 30.37100 -2.33000 3.02400
C 35.42800 -3.72200 7.22500
C 30.47100 -4.13800 -0.19500
C 35.24300 -2.70200 6.15500
C 30.83000 -5.57600 0.21100
C 36.26600 -6.16400 2.21000
C 31.64600 -0.20700 6.92800
C 35.43600 -1.35300 2.85700
C 34.33300 -9.37300 5.42400
C 34.16400 -7.48600 8.70100
C 31.91300 -6.87000 7.63700
C 33.44000 -2.60900 2.08800
C 30.37700 -0.25000 7.81300
C 33.53500 -10.71700 5.25400
C 29.08100 -3.69900 0.28800
C 29.67000 -8.01300 4.76400
H 35.03400 -4.14000 1.41400
H 31.80600 -8.12000 4.25900
H 30.51400 -6.30900 -0.55800
H 31.54400 -9.09900 8.32900
H 30.87500 -3.78300 4.06400
H 28.29000 -2.37800 5.15900
H 34.33600 -5.36600 5.40600
H 30.33100 0.70500 8.27300
H 35.84900 -0.68500 2.10100
H 31.03900 -1.69100 3.60400
H 29.01200 -3.83900 1.38000
H 32.91000 -10.85100 6.11500
H 34.71500 -0.82000 3.42500
H 33.27200 -1.99200 1.20400
H 33.23100 -4.05600 7.15100
H 33.97200 -7.39200 -0.86300
H 34.34700 -6.92200 9.60400
H 29.18100 -4.75800 5.26500
H 32.32700 -7.79800 9.60600
H 34.98200 -3.40000 3.20400
H 32.04400 -5.80700 7.96900
H 36.14200 -2.52000 5.61700
H 36.26300 -1.48500 3.54900
H 28.07300 -3.36100 8.58200
H 29.40300 -1.82000 3.22600
H 35.87800 -8.43000 4.22000
H 33.87800 -3.02000 8.37900
H 29.71900 -7.47500 5.66300
H 34.42000 -8.62600 3.34400
H 30.88200 -9.54800 3.92200
H 27.12800 -3.62900 5.57900
H 32.88200 -10.74900 4.41500
H 33.03800 -8.00800 0.98300
H 33.26400 -8.32800 6.39500
H 30.69200 -4.34200 6.17600
H 29.49500 -0.54300 7.27000
H 34.64100 -7.08200 0.71500
H 31.60400 -5.17000 2.69000
H 34.98500 -1.80700 6.71800
H 29.45300 -2.73600 7.37700
H 31.89000 -5.64700 0.30500
H 32.57100 -6.71200 2.80200
H 31.99100 -2.28500 7.05700
H 31.10800 -3.44200 0.30700
H 28.23700 -4.32100 -0.10700
H 34.30700 -11.46000 5.15000
H 29.74600 -7.44300 2.72300
H 36.17100 -3.40500 8.01600
H 31.10700 -9.21800 5.53200
H 29.66000 -5.52800 6.65000
H 33.99000 -4.70300 8.57800
H 32.67300 -0.10900 8.37100
H 27.20000 -2.11700 6.53300
H 32.04200 -6.95000 6.57900
H 28.98600 -2.65300 0.11200
H 31.09700 -1.93300 5.70200
H 33.76600 -9.32600 -1.73100
H 34.35900 -2.90800 5.55100
H 32.76200 -1.48300 5.61300
H 28.00800 -8.41500 5.25300
H 34.36400 -5.75800 2.59000
H 34.74000 -8.35800 8.73300
H 37.01600 -5.69000 1.57800
H 34.10800 -6.91900 4.71900
H 34.58300 -10.67700 -0.86200
H 36.37700 -7.25000 2.30000
H 30.61500 -2.16400 1.96900
H 31.01800 -9.73000 1.82200
H 32.91200 -2.20900 2.94400
H 30.03700 -6.10600 3.83600
H 32.23000 -9.79900 0.49000
H 28.40200 -6.51800 3.49400
H 35.92500 -5.37800 7.52000
H 30.47700 -5.95800 1.14300
H 30.47700 -0.86500 8.62600
H 35.54900 -9.93000 3.64700
H 36.35200 -5.70600 3.25000
H 34.47900 -6.88000 7.84800
H 32.89300 -3.53000 1.94800
H 31.29700 0.42300 6.08200
H 30.84100 -7.09100 7.62500
H 29.84800 -4.26300 -1.89800
H 32.64200 -9.91800 2.20200
H 35.05200 -9.46900 6.20900